Density functional theory data (ωB97M-V with the def2-TZVPD basis set) for one molecule with the formula C17H24N2Si in a non-equilibrium geometry.

The charge is 0. The calculation puts the highest occupied orbital energy at -7.5487 eV. The structure (SMILES) is CN1CC=C(c2c[nH]c3ccc([Si](C)(C)C)cc23)CC1. Its HOMO-LUMO gap is 8.3 eV. The electronic energy is -28876.3752 eV. The spin multiplicity is 1. The energy relative to the best compared isomer or geometry (same formula, charge and spin) is 0.0 kJ/mol.

```
44
Properties=species:S:1:pos:R:3:forces:R:3
C 0.38356 -1.96783 3.45215 -0.3 -1.0 -0.8
N 0.75483 -3.23908 2.78391 -1.2 0.3 1.0
C 1.63705 -2.98192 1.64753 -0.7 -0.4 0.6
C 0.92137 -2.26979 0.55499 -0.2 0.5 -0.5
C -0.40098 -2.38541 0.36965 0.6 -0.8 -0.1
C -1.13610 -1.64470 -0.66677 -1.2 -0.6 -1.0
C -2.08564 -2.22106 -1.52243 1.7 -0.1 1.6
N -2.41196 -1.35837 -2.52337 -0.7 -0.4 -1.1
C -1.71277 -0.18798 -2.32599 -0.3 1.2 -0.1
C -1.74588 1.04880 -2.99805 0.0 -1.1 0.4
C -0.98575 2.07663 -2.51502 0.2 0.2 -0.2
C -0.14790 1.93881 -1.37487 -1.1 1.0 -0.8
Si 0.79926 3.34619 -0.66648 1.0 0.8 0.1
C 0.20607 3.75453 1.08495 0.0 0.3 -1.0
C 2.58382 2.78876 -0.74895 -0.1 0.3 -0.2
C 0.74067 4.89121 -1.75652 0.0 -0.6 0.6
C -0.17466 0.76707 -0.69345 -0.8 -0.7 -1.0
C -0.96970 -0.29154 -1.15220 0.7 -1.3 0.4
C -1.13001 -3.52221 1.08542 -0.3 0.8 -0.2
C -0.46933 -3.98983 2.38328 1.6 -0.4 0.1
H -0.11991 -1.31991 2.73981 0.0 0.6 0.0
H 1.27121 -1.52997 3.84434 0.7 0.6 0.2
H -0.28941 -2.13119 4.28249 -0.2 -0.3 0.2
H 2.01378 -3.93321 1.30649 0.2 -0.6 -0.2
H 2.50976 -2.45872 2.02146 0.1 0.4 -0.1
H 1.52603 -1.66030 -0.10141 -0.1 0.4 -0.1
H -2.40559 -3.25122 -1.45650 -0.3 0.2 -0.4
H -2.93308 -1.66612 -3.36493 0.6 0.8 1.1
H -2.35405 1.12617 -3.86359 -0.4 0.4 -0.7
H -1.02953 3.01339 -3.06020 0.1 0.1 0.1
H -0.86614 3.53898 1.10796 0.2 -0.1 0.4
H 0.35762 4.81207 1.29868 0.0 0.1 0.0
H 0.78115 3.20406 1.80993 -0.1 -0.4 0.4
H 2.80884 1.93777 -0.12531 0.1 -0.3 0.3
H 2.77763 2.49143 -1.78271 0.0 0.0 0.0
H 3.24948 3.61652 -0.51453 0.2 0.0 0.1
H 1.08346 4.60233 -2.74498 -0.4 0.1 -0.4
H 1.42895 5.66172 -1.41537 0.0 0.0 0.3
H -0.26936 5.28582 -1.71085 -0.1 0.2 -0.5
H 0.43804 0.64302 0.14117 0.8 -0.4 1.5
H -1.24367 -4.37109 0.38022 0.0 0.5 0.3
H -2.11140 -3.12943 1.31730 -0.5 -0.2 -0.1
H -0.09590 -5.00874 2.25920 -0.2 -0.2 -0.1
H -1.18387 -4.02568 3.21357 0.3 0.2 -0.1
```
Positions in Å, forces in eV/Å.